{"formula": "C27H20BCl3F4GeN9O5Pd", "method": "ωB97M-V with the def2-TZVPD basis set", "symbols": ["Pd", "C", "N", "C", "N", "C", "N", "C", "C", "C", "C", "C", "C", "C", "N", "N", "C", "O", "C", "C", "C", "C", "C", "C", "N", "C", "N", "C", "N", "C", "H", "H", "H", "H", "H", "H", "H", "H", "H", "H", "H", "H", "H", "H", "H", "H", "O", "C", "O", "C", "C", "C", "C", "C", "C", "N", "O", "O", "H", "H", "H", "H", "Cl", "Ge", "Cl", "Cl", "F", "B", "F", "F", "F"], "positions_angstrom": [[-2.9745, 0.0055, -0.5428], [-1.2864, -5.1528, -0.4832], [-1.9162, -3.9521, 0.0319], [-2.3513, -2.9238, -0.6763], [-2.7858, -1.9842, 0.1513], [-2.6010, -2.5241, 1.3877], [-2.0698, -3.7175, 1.3555], [0.2100, -5.0489, -0.6844], [1.0102, -6.0938, -0.2454], [2.3769, -6.0863, -0.4849], [2.9570, -5.0239, -1.1493], [2.1645, -3.9598, -1.5774], [0.7928, -3.9750, -1.3512], [2.8407, -2.8308, -2.2212], [4.0348, -2.8117, -2.7005], [4.2909, -1.5081, -3.0934], [3.2344, -0.8324, -2.8239], [2.2448, -1.6092, -2.2897], [3.0556, 0.6226, -2.8991], [4.1804, 1.4170, -2.6865], [4.0553, 2.7922, -2.6382], [2.8103, 3.3816, -2.7971], [1.6879, 2.6016, -3.0355], [0.3539, 3.2681, -3.2627], [-0.6456, 3.0151, -2.2164], [-1.5260, 1.9786, -2.2093], [-2.2562, 1.9650, -1.1460], [-1.8560, 3.1535, -0.3983], [-0.7287, 3.7418, -1.1111], [1.8136, 1.2157, -3.0984], [-1.7730, -5.3729, -1.4354], [-1.5242, -5.9566, 0.2094], [-2.3468, -2.8578, -1.7512], [-2.8608, -2.0138, 2.2993], [0.5613, -6.9233, 0.2877], [2.9904, -6.9072, -0.1395], [4.0223, -4.9912, -1.3310], [0.1876, -3.1439, -1.6934], [5.1377, 0.9381, -2.5328], [4.9251, 3.4073, -2.4535], [2.7091, 4.4583, -2.7358], [-0.0911, 2.9227, -4.1956], [0.4709, 4.3480, -3.3212], [-1.6013, 1.2575, -3.0113], [-2.6968, 3.8498, -0.3527], [0.9484, 0.5933, -3.2928], [-1.5378, 3.0169, 0.9999], [-1.0439, 1.9425, 1.5782], [-0.9222, 0.8588, 1.0161], [-0.6765, 2.1379, 2.9880], [-0.2847, 1.0200, 3.7205], [0.0838, 1.1582, 5.0473], [0.0653, 2.4080, 5.6453], [-0.3257, 3.5024, 4.8926], [-0.7005, 3.4001, 3.5703], [-0.3366, 4.8367, 5.5280], [-0.6718, 5.7786, 4.8432], [-0.0216, 4.8989, 6.6973], [-0.2638, 0.0481, 3.2415], [0.3897, 0.2917, 5.6161], [0.3490, 2.5499, 6.6777], [-0.9978, 4.2787, 3.0193], [-2.9009, -0.7655, -2.8163], [0.6449, -0.2306, 0.0613], [0.7970, -1.6991, 1.7474], [2.1273, 1.2425, 0.8220], [-5.0900, 0.6011, -0.0797], [-4.8330, 1.3610, 1.1254], [-3.6285, 0.7226, 1.6453], [-5.8812, 1.2454, 1.9802], [-4.5163, 2.6627, 0.7786]], "relative_energy_kj_mol": 253.80, "homo_lumo_gap_ev": [7.1471, 7.2371], "multiplicity": 2, "total_charge": 0, "lumo_energy_ev": [-2.119, -2.137], "s_squared": 0.76, "total_energy_ha": -5919.819492, "fmax_ev_per_a": 1.8, "e_homo_ev": [-9.27, -9.37]}

{"formula": "C27H20CeCl4F6N5O6S2", "method": "ωB97M-V with the def2-TZVPD basis set", "symbols": ["Ce", "C", "C", "C", "C", "C", "C", "C", "N", "N", "C", "C", "C", "C", "C", "C", "N", "C", "C", "C", "C", "C", "C", "N", "H", "H", "H", "H", "H", "H", "H", "H", "H", "H", "H", "H", "H", "H", "H", "H", "H", "H", "H", "H", "Cl", "C", "C", "Cl", "C", "Cl", "C", "O", "C", "O", "C", "Cl", "F", "C", "F", "F", "S", "O", "O", "N", "S", "O", "O", "C", "F", "F", "F"], "positions_angstrom": [[-0.3924, -0.0182, -0.3440], [2.4507, 0.6546, 1.8863], [2.5821, 1.9832, 1.1443], [2.6965, 1.8459, -0.3542], [3.4907, 2.7189, -1.0838], [3.5870, 2.5725, -2.4561], [2.9233, 1.5204, -3.0691], [2.1756, 0.6852, -2.2769], [2.0294, 0.8439, -0.9466], [1.0519, 0.1801, 2.0130], [0.3636, 0.9923, 3.0389], [-1.1207, 1.1254, 2.8243], [-1.8434, 2.1202, 3.4595], [-3.2093, 2.1885, 3.2339], [-3.8151, 1.2456, 2.4108], [-3.0182, 0.2849, 1.8338], [-1.6877, 0.2376, 2.0086], [1.0168, -1.2416, 2.4278], [1.5525, -2.1897, 1.3809], [1.9905, -3.4495, 1.7487], [2.4669, -4.3046, 0.7728], [2.5121, -3.8648, -0.5423], [2.0483, -2.5990, -0.8227], [1.5714, -1.7651, 0.1151], [2.8798, 0.7533, 2.8845], [3.0190, -0.1061, 1.3616], [3.4652, 2.5046, 1.5054], [1.7326, 2.6335, 1.3697], [4.0203, 3.5114, -0.5707], [4.1853, 3.2618, -3.0409], [2.9844, 1.3504, -4.1367], [1.6569, -0.1561, -2.7140], [0.7961, 1.9897, 3.0556], [0.5419, 0.5653, 4.0292], [-1.3447, 2.8294, 4.1107], [-3.7993, 2.9694, 3.6997], [-4.8811, 1.2553, 2.2298], [-3.4313, -0.5124, 1.2304], [-0.0197, -1.5093, 2.6132], [1.5770, -1.3792, 3.3539], [1.9480, -3.7545, 2.7897], [2.8064, -5.2995, 1.0347], [2.8827, -4.4947, -1.3410], [2.0404, -2.2355, -1.8409], [-2.8187, -6.5754, -0.8981], [-2.0890, -5.0664, -1.2395], [-1.5609, -4.8141, -2.5348], [-1.6459, -6.0234, -3.7394], [-0.9786, -3.5944, -2.8173], [-0.3017, -3.2357, -4.3584], [-0.9101, -2.5932, -1.8354], [-0.3653, -1.4095, -2.0724], [-1.4149, -2.8522, -0.5311], [-1.2725, -1.9183, 0.3926], [-2.0083, -4.0960, -0.2572], [-2.6006, -4.3550, 1.3393], [-2.1407, 1.9096, -4.5449], [-2.8448, 1.3255, -3.6111], [-4.0211, 1.8696, -3.4521], [-2.9118, 0.0269, -3.7802], [-1.9129, 1.5419, -2.0406], [-2.4743, 0.5968, -1.0628], [-0.5032, 1.2610, -2.3414], [-2.0772, 3.0452, -1.6246], [-0.8418, 3.3949, -0.6616], [0.3010, 3.9909, -1.2620], [-0.5776, 2.2186, 0.2291], [-1.5302, 4.6490, 0.4750], [-2.7459, 4.2959, 0.8388], [-0.7059, 4.6703, 1.5127], [-1.5297, 5.7937, -0.1497]], "relative_energy_kj_mol": 0.00, "homo_lumo_gap_ev": [5.3057, 6.0409], "multiplicity": 1, "total_charge": 1, "lumo_energy_ev": [-4.664, -3.997], "total_energy_ha": -5477.489705, "fmax_ev_per_a": 6.1, "e_homo_ev": [-9.97, -10.04]}

{"formula": "C27H20Cl2N2OPSbSe4Ti", "method": "ωB97M-V with the def2-TZVPD basis set", "symbols": ["Ti", "N", "C", "C", "C", "C", "C", "C", "P", "C", "C", "C", "C", "C", "C", "C", "C", "C", "C", "C", "C", "H", "H", "H", "H", "H", "H", "H", "H", "H", "H", "H", "H", "H", "H", "H", "H", "Se", "Sb", "Se", "Se", "Se", "Cl", "C", "C", "C", "Cl", "C", "C", "C", "C", "N", "C", "C", "O", "H", "H", "H", "H"], "positions_angstrom": [[8.8316, -15.6087, -0.9007], [9.3437, -17.8756, -1.4384], [8.7342, -18.7503, -2.3908], [9.2603, -20.0114, -2.6483], [8.7016, -20.8099, -3.7114], [7.4926, -20.4165, -4.3130], [6.9900, -19.1674, -4.0025], [7.6120, -18.3105, -3.1238], [6.8980, -16.7725, -2.4279], [6.5404, -15.7900, -3.9217], [7.4838, -15.7578, -5.0264], [7.3176, -14.8063, -6.0030], [6.2159, -13.9716, -6.1138], [5.2114, -14.1354, -5.1167], [5.4356, -14.9695, -4.0410], [5.2260, -17.2835, -1.9236], [4.5527, -18.4933, -2.0891], [3.3257, -18.7591, -1.4179], [2.7595, -17.7350, -0.6919], [3.3005, -16.4433, -0.5964], [4.5120, -16.2393, -1.2105], [10.3531, -17.8584, -1.5445], [9.2025, -18.2768, -0.5472], [10.1803, -20.3594, -2.1479], [9.0643, -21.7894, -3.8346], [6.9402, -21.0713, -4.8489], [6.2083, -18.8287, -4.6439], [8.4267, -16.3217, -5.0402], [8.1807, -14.6586, -6.7133], [6.2583, -13.2779, -6.9278], [4.3797, -13.5329, -5.1447], [4.6869, -14.9785, -3.2979], [5.0528, -19.2699, -2.7130], [2.9199, -19.7298, -1.5408], [1.8175, -17.8377, -0.1081], [2.7071, -15.6359, -0.2025], [5.0263, -15.3081, -1.0873], [10.3850, -19.4586, 1.2281], [10.0571, -17.1169, 1.9079], [11.1784, -15.5583, 0.1080], [7.7165, -16.5126, 1.2925], [10.9700, -16.4515, 4.0756], [5.5768, -11.8202, -1.2844], [6.9250, -12.0920, -2.3374], [7.1441, -11.3086, -3.4706], [8.1662, -11.6273, -4.3117], [8.3225, -10.7231, -5.8199], [9.2175, -12.5963, -3.9910], [10.3859, -12.8417, -4.6740], [11.0322, -14.0712, -4.3688], [10.6559, -14.8823, -3.3499], [9.5411, -14.6241, -2.5401], [8.8924, -13.3564, -2.8582], [7.8022, -13.1393, -1.9948], [7.5957, -13.9897, -0.9633], [6.4295, -10.5587, -3.8377], [10.6445, -12.2172, -5.5080], [11.9938, -14.2749, -5.0301], [11.1036, -15.9127, -3.2454]], "relative_energy_kj_mol": 0.00, "homo_lumo_gap_ev": [4.8780, 5.8589], "multiplicity": 3, "total_charge": -2, "lumo_energy_ev": [3.986, 3.979], "s_squared": 2.03, "total_energy_ha": -13183.045509, "fmax_ev_per_a": 4.1, "e_homo_ev": [-0.89, -1.88]}